Record 1
Below is a single C4H6N2OS molecule at a distorted geometry, with properties calculated with ωB97M-V with the def2-TZVPD basis set.

Each line ends with the natural charge from an NBO analysis.
CARTESIAN COORDINATES (ANGSTROEM)
C: 2.9558 -0.4746 0.0242  -0.673
C: 1.5649 -0.0133 0.0130  0.484
C: -1.2416 2.0034 0.0671  -0.417
C: -0.5697 -0.4013 -0.0357  0.307
H: 3.1347 -1.2383 -0.7462  0.247
H: 3.1740 -0.9540 0.9889  0.243
H: 3.6632 0.3500 -0.0812  0.246
H: -1.4793 2.0516 1.1476  0.207
H: -0.7776 2.9756 -0.2402  0.231
H: -2.1996 1.8353 -0.4112  0.241
N: 1.0524 1.1410 -0.0513  -0.272
N: -0.3066 0.9348 -0.1436  -0.251
O: 0.6363 -1.0364 0.0280  -0.431
S: -2.0052 -1.1216 0.0044  -0.161

Output
SMILES = Cc1nn(C)c(=S)o1
Spin multiplicity = 1
Frontier orbital gap = 9.238 eV



Record 2
Below is 2 unconnected molecules or ions with the total composition C13H19N at a distorted geometry, with properties calculated with ωB97M-V with the def2-TZVPD basis set.

Each line ends with the natural charge from an NBO analysis.
CARTESIAN COORDINATES (ANGSTROEM)
C: 2.1754 0.5582 -3.3663  -0.404
C: 3.0447 0.7137 -2.1264  -0.611
C: 0.7039 0.3977 -3.0214  -0.614
H: 2.3623 1.3543 -4.0965  0.199
H: 2.5046 -0.3346 -3.9035  0.198
H: 3.1996 -0.1772 -1.5127  0.207
H: 2.7615 1.5150 -1.4358  0.200
H: 0.4040 -0.6297 -2.8233  0.212
H: 0.3831 1.1107 -2.2614  0.205
H: 4.0439 1.0596 -2.4338  0.205
H: 0.0682 0.6180 -3.8921  0.203
C: 0.5925 0.8836 2.1592  -0.413
C: 0.7429 2.2677 2.7920  -0.602
C: -0.7904 0.5784 1.6759  -0.080
C: -1.8008 1.3428 1.1699  -0.039
C: -1.1642 -0.7842 1.3673  -0.089
C: -2.4246 -0.7937 0.7821  0.126
C: -0.4758 -1.9846 1.6164  -0.193
C: -2.8888 -1.9295 0.1068  -0.228
C: -1.0756 -3.1224 1.1514  -0.230
C: -2.2030 -3.0987 0.2908  -0.222
N: -2.7533 0.5289 0.5825  -0.527
H: 1.2964 0.8189 1.3178  0.209
H: 0.8656 0.0806 2.8367  0.208
H: 1.8053 2.4912 2.9385  0.208
H: -2.0597 2.3801 1.3095  0.210
H: -3.6056 0.8265 0.1454  0.407
H: 0.4884 -2.0656 2.1005  0.215
H: -3.7590 -1.8134 -0.5241  0.208
H: -0.6014 -4.0910 1.2912  0.206
H: -2.4804 -3.9694 -0.2878  0.214
H: 0.4066 2.2349 3.8317  0.207
H: 0.2336 3.0331 2.2194  0.205

Output
SMILES = CCc1c[nH]c2ccccc12.CCC
Spin multiplicity = 1
Frontier orbital gap = 8.731 eV



Record 3
Below is a gas-phase ion, C10H12N3 (charge +1) at a distorted geometry, with properties calculated with ωB97M-V with the def2-TZVPD basis set.

Each line ends with the natural charge from an NBO analysis.
CARTESIAN COORDINATES (ANGSTROEM)
C: 3.0041 -0.8574 -0.1738  0.132
C: -3.3655 -0.7759 0.0802  -0.170
C: -2.8915 0.1364 -0.8899  -0.196
C: -2.4695 -1.3303 1.0240  -0.198
C: -1.5635 0.6013 -0.8246  -0.198
C: -1.1147 -1.1030 0.8551  -0.229
C: -0.6631 -0.0666 0.0431  0.080
C: 1.6503 -0.9368 -0.5094  0.477
C: 1.8242 2.3742 0.1225  -0.618
C: 1.2934 1.2739 0.9340  -0.255
N: 4.0945 -0.7418 0.1737  -0.083
N: 0.7841 0.1819 0.1779  -0.321
N: 1.1633 -1.9415 -1.2107  -0.675
H: -4.4443 -0.9659 0.1365  0.242
H: -3.6424 0.6913 -1.5279  0.248
H: -2.7053 -2.2363 1.6063  0.242
H: -1.1492 1.2247 -1.4856  0.220
H: -0.3564 -1.6120 1.5556  0.231
H: 2.6895 2.1517 -0.4458  0.217
H: 1.1857 2.8735 -0.5932  0.222
H: 2.1358 3.0553 0.8904  0.235
H: 2.0257 1.1186 1.7038  0.241
H: 0.4563 1.6466 1.5957  0.249
H: 1.8080 -2.5707 -1.6982  0.444
H: 0.2503 -2.1913 -1.5395  0.462

Output
SMILES = CCN(C(=[NH2+])C#N)c1ccccc1
Total charge = +1
Spin multiplicity = 1
Frontier orbital gap = 7.769 eV



Record 4
Below is 2 unconnected molecules or ions with the total composition C4H3Cl2O3 at a distorted geometry, with properties calculated with ωB97M-V with the def2-TZVPD basis set.

Each line ends with the natural charge from an NBO analysis.
CARTESIAN COORDINATES (ANGSTROEM)
C: 0.0512 1.7802 -0.3024  -0.308
C: 0.7745 0.7713 -0.5873  -0.138
C: -0.1007 -1.2126 1.3242  0.743
C: -0.0016 -1.1255 -0.2985  0.133
O: -1.2649 -1.0752 1.6396  -0.765
O: 0.9938 -1.3173 1.8847  -0.740
O: -1.2262 -1.2022 -0.8176  -0.711
Cl: 0.6245 3.4634 -0.5709  -0.109
Cl: 2.2526 0.8560 -1.3947  -0.016
H: -0.9069 1.6069 0.2313  0.235
H: 0.7204 -1.6986 -0.8541  0.174
H: -1.9167 -0.8464 -0.2543  0.503

Output
Total charge = -1
Spin multiplicity = 1
Frontier orbital gap = 7.798 eV



Record 5
Below is a single C5H7NO molecule at a distorted geometry, with properties calculated with ωB97M-V with the def2-TZVPD basis set.

Each line ends with the natural charge from an NBO analysis.
CARTESIAN COORDINATES (ANGSTROEM)
C: -2.0634 0.0380 0.0819  -0.323
C: -1.6836 -0.5810 1.1743  -0.005
C: 2.3233 -0.0996 -0.0752  -0.513
C: 1.3002 -0.7058 0.6164  -0.056
C: -1.0446 -0.0712 -1.0812  -0.102
N: 0.2926 -1.4331 0.2791  -0.130
O: -0.3235 -1.2650 -0.9877  -0.370
H: -2.9565 0.6337 -0.0767  0.249
H: -1.7351 -0.9466 2.1760  0.226
H: 2.9309 0.3268 0.6498  0.204
H: 2.3683 -0.0117 -1.1038  0.204
H: 1.3669 -0.7141 1.6665  0.198
H: -1.4845 -0.0136 -2.0950  0.218
H: -0.2420 0.7685 -0.8146  0.200

Output
Spin multiplicity = 1
Frontier orbital gap (alpha / beta) = 7.837 / 7.085 eV



Record 6
Below is 2 unconnected molecules or ions with the total composition C4H8INS at a distorted geometry, with properties calculated with ωB97M-V with the def2-TZVPD basis set.

Each line ends with the natural charge from an NBO analysis.
CARTESIAN COORDINATES (ANGSTROEM)
C: 1.0931 -1.2030 0.2594  -0.116
C: 1.2771 0.1358 0.0028  -0.056
C: 2.1649 -2.2910 0.0745  -0.663
C: -2.1180 2.4608 -0.0332  -0.716
N: 0.3249 1.0538 0.0591  -0.632
S: -1.2313 0.8968 0.3090  0.605
I: -4.4101 -0.2953 -0.5271  -0.165
H: 0.2041 -1.6557 0.5079  0.185
H: 2.3246 0.3273 -0.3758  0.193
H: 1.6829 -3.1653 0.4848  0.222
H: 2.3120 -2.4528 -1.0045  0.229
H: 3.1485 -1.8960 0.6195  0.225
H: -3.0942 2.2665 0.1880  0.241
H: -2.0387 2.6109 -1.0539  0.223
H: -1.6398 3.2072 0.4893  0.224

Output
Spin multiplicity = 1
Frontier orbital gap (alpha / beta) = 4.713 / 8.281 eV



Computed values of relative energy (zero: lowest compared OMol25 entry of this formula, charge and spin) (unit: kJ/mol) for the preceding records, in sequence: 157.09 76.09 152.80 117.04 711.23 292.55.